C27H23BIrN13Se | ωB97M-V/def2-TZVPD

Last column: Mulliken spin population.
Atoms and positions in Å:
Ir -0.0035 0.1538 0.9885  0.0092
C -2.4196 -2.7922 2.8080  -0.0004
C -2.2882 -1.5705 2.1588  0.0007
N -1.0109 -1.3878 1.8110  -0.0013
N -0.3117 -2.4649 2.2211  0.0007
C -1.1485 -3.3330 2.8126  0.0032
B 1.0781 -2.7577 1.5894  -0.0127
N 0.9490 -2.4867 0.0438  0.0061
C 1.3344 -3.2472 -0.9994  -0.0040
C 1.1092 -2.5660 -2.1763  0.0000
C 0.5817 -1.3439 -1.7748  0.0024
N 0.4927 -1.2949 -0.4493  -0.0017
N 2.0767 -1.6392 2.1016  0.3881
C 3.3113 -1.6396 2.7229  -0.1437
C 3.9136 -0.4452 2.5530  0.2965
C 3.0411 0.3285 1.6214  -0.0154
N 1.8455 -0.4575 1.5481  0.3831
N 1.5409 -4.1092 1.9907  0.0023
C 1.3131 -5.3601 1.4901  -0.0004
C 1.7010 -6.2662 2.4365  0.0021
C 2.1382 -5.4790 3.5225  0.0011
N 2.0332 -4.1922 3.2635  0.0034
H -3.3195 -3.2327 3.1991  -0.0001
H -3.0465 -0.8412 1.9279  -0.0005
H -0.7854 -4.2768 3.1866  0.0002
H 1.7590 -4.2231 -0.8459  0.0001
H 1.2985 -2.9091 -3.1778  0.0000
H 0.2790 -0.5024 -2.3777  0.0002
H 3.6404 -2.5342 3.2261  -0.0081
H 4.9237 -0.1892 2.8319  0.0003
H 3.4996 0.3936 0.6185  0.0693
H 0.8763 -5.5265 0.5208  0.0000
H 1.6553 -7.3392 2.3731  0.0000
H 2.5278 -5.8066 4.4731  0.0000
C -0.2301 1.5333 5.0675  0.0009
C -1.4062 2.2691 5.0751  -0.0002
C -2.1139 2.4203 3.8909  0.0005
C -1.6211 1.8501 2.7295  0.0005
N -0.4483 1.1806 2.7264  -0.0081
C 0.2172 1.0033 3.8728  0.0104
C -2.3598 1.8184 1.4427  0.0002
C -3.5292 2.5198 1.2032  0.0001
C -4.1711 2.3788 -0.0196  -0.0001
C -3.6251 1.5398 -0.9788  0.0001
C -2.4478 0.8777 -0.6852  0.0000
N -1.8289 1.0119 0.4936  -0.0013
H 0.3315 1.3552 5.9738  0.0001
H -1.7845 2.6964 5.9941  0.0001
H -3.0554 2.9495 3.8875  -0.0001
H 1.1208 0.4062 3.8291  0.0028
H -3.9417 3.1732 1.9580  0.0000
H -5.0905 2.9145 -0.2154  0.0000
H -4.1024 1.3892 -1.9367  0.0001
H -1.9893 0.1947 -1.3895  -0.0001
Se 3.7527 2.8875 2.9399  0.0091
N 3.0288 4.2563 2.1666  -0.0012
C 2.1409 3.8810 1.2555  0.0076
C 1.4770 4.7461 0.3393  -0.0001
C 0.7122 4.1517 -0.6182  0.0001
C 0.5024 2.7511 -0.6010  -0.0001
N 1.0280 1.9136 0.2840  0.0021
C 1.9264 2.4764 1.1397  -0.0144
N 2.7299 1.7584 1.9330  0.0094
H 1.6281 5.8169 0.3944  0.0002
H 0.2212 4.7337 -1.3855  0.0000
H -0.1627 2.3083 -1.3310  0.0007

Expectation value of S²: 0.7640
Multiplicity: 2
Calculated total energy: -4284.3211 hartree
M: 811.56 Da
ΔE to the lowest compared entry with this formula, charge and spin: 20.9 kcal per mole
Kohn-Sham gap (spin up / spin down): 4.9 / 4.9 eV
Charge: +3

---

C27H23BiClF6OP | ωB97M-V/def2-TZVPD

Last column: Löwdin charge in e.
Atoms and positions in Å:
C 2.5040 -0.6421 3.0004  -0.1661
C 1.2110 -0.1763 3.3020  -0.1146
C 0.3488 -1.2999 3.4572  -0.1360
H 0.9296 0.8666 3.4623  0.0913
C 1.1018 -2.4726 3.2586  -0.2334
C 2.4750 -2.0845 3.0185  -0.3537
H 3.3491 -2.7245 3.1429  0.0832
H 3.3895 -0.0305 2.8284  0.0864
H -0.6998 -1.2446 3.7641  0.0972
H 0.7333 -3.4953 3.3703  0.0882
Bi 2.2056 -2.8657 0.4609  1.5140
Cl 0.3094 -3.2637 -1.0118  -0.0944
P -1.5386 0.3882 -0.1911  1.0688
C -2.9288 -0.3770 0.6564  -0.3883
C -3.9653 0.3366 1.2916  -0.0917
H -3.9732 1.4280 1.2695  0.1056
C -4.9830 -0.3635 1.9402  -0.0923
H -5.7878 0.1858 2.4298  0.1012
C -4.9886 -1.7627 1.9689  -0.0897
H -5.7997 -2.3037 2.4578  0.1002
C -3.9445 -2.4710 1.3583  -0.0913
H -3.9371 -3.5606 1.3819  0.1025
C -2.9185 -1.7921 0.7175  -0.1076
H -2.0908 -2.3335 0.2516  0.0502
C -1.2724 2.0820 0.3618  -0.3710
C -1.2401 2.3349 1.7554  -0.1221
H -1.4128 1.5155 2.4572  0.0962
C -0.9879 3.6216 2.2237  -0.0961
H -0.9919 3.8087 3.2979  0.1022
C -0.7433 4.6656 1.3254  -0.0985
H -0.5925 5.6810 1.6975  0.0993
C -0.6966 4.4034 -0.0490  -0.0927
H -0.4725 5.2093 -0.7454  0.1007
C -0.9416 3.1198 -0.5380  -0.0853
H -0.8848 2.9144 -1.6086  0.1009
C -1.7706 0.2650 -1.9734  -0.3822
C -3.0258 0.2394 -2.6109  -0.0766
H -3.9411 0.2906 -2.0203  0.1053
C -3.0859 0.1537 -4.0064  -0.0892
H -4.0544 0.1510 -4.5086  0.1007
C -1.9149 0.0824 -4.7716  -0.0864
H -1.9683 0.0542 -5.8636  0.1025
C -0.6697 0.0473 -4.1327  -0.0847
H 0.2513 -0.0210 -4.7124  0.1033
C -0.5955 0.1026 -2.7474  -0.1152
H 0.3659 0.0139 -2.2407  0.0781
C 4.8514 -0.3541 0.0579  0.0108
C 3.9090 -0.7460 -1.0568  -0.4452
O 2.6033 -1.0440 -0.5812  -0.4128
C 3.7566 0.4758 -2.0223  -0.5104
F 4.9435 0.8367 -2.5950  0.1387
F 2.8697 0.2599 -3.0233  0.1457
F 3.3076 1.5509 -1.3225  0.1408
C 4.4187 -1.9167 -1.9647  -0.4997
F 5.6124 -1.6611 -2.5481  0.1536
F 4.6091 -3.0466 -1.1622  0.0156
F 3.5455 -2.2970 -2.9312  0.1453
H 4.5133 0.6134 0.4516  0.1059
H 5.8617 -0.2636 -0.3572  0.1059
H 4.8418 -1.0845 0.8787  0.0870

Multiplicity: 1
Calculated total energy: -2733.2269 hartree
M: 752.88 Da
Kohn-Sham gap: 5.5 eV

---

C27H23BrCrN6O4SSe | ωB97M-V/def2-TZVPD

Last column: Mulliken spin population.
Atoms and positions in Å:
Cr -0.1904 -0.2672 -0.8033  3.0759
O -1.8449 0.6184 -0.5563  -0.0105
C -2.0883 1.6257 0.2245  0.0204
C -3.4129 1.8841 0.6349  0.0005
C -3.7284 2.9515 1.4447  0.0087
C -2.7303 3.8317 1.8696  0.0019
C -1.4299 3.6142 1.4749  0.0062
C -1.0692 2.5181 0.6779  0.0198
C 0.3193 2.3302 0.3647  0.0431
N 0.8035 1.2749 -0.1869  -0.0339
N 2.1458 1.2141 -0.4226  -0.0084
C 2.5012 -0.0036 -0.7458  -0.0163
O 1.6658 -0.9870 -0.8093  -0.0170
C 3.9252 -0.2379 -1.0606  -0.0037
C 4.3805 -1.5348 -1.2752  0.0027
C 5.7060 -1.7629 -1.6090  0.0004
C 6.5799 -0.6946 -1.7498  -0.0001
C 6.1244 0.6028 -1.5529  -0.0001
C 4.8044 0.8343 -1.2074  -0.0022
H -4.1732 1.1888 0.3018  0.0018
H -4.7551 3.1123 1.7509  0.0007
H -2.9771 4.6663 2.5132  0.0007
H -0.6494 4.2974 1.7938  -0.0003
H 1.0172 3.1164 0.6412  -0.0026
H 3.6811 -2.3550 -1.1851  0.0037
H 6.0604 -2.7738 -1.7686  0.0000
H 7.6153 -0.8714 -2.0146  0.0000
H 6.8062 1.4352 -1.6764  0.0000
H 4.4292 1.8364 -1.0571  -0.0005
Br 3.2141 2.0447 3.5534  0.0000
C 2.0453 0.5897 3.9193  -0.0010
C 1.9706 0.1842 5.2430  0.0004
C 1.1246 -0.8682 5.5308  -0.0001
C 0.4271 -1.4616 4.4991  -0.0007
C 0.5750 -0.9778 3.2017  0.0056
N 1.3788 0.0526 2.9174  0.0010
C -0.2133 -1.6995 2.1142  0.0036
O -0.5825 -2.8428 2.4410  0.0042
O -0.5356 -1.1568 1.0114  -0.0075
H 2.5549 0.6780 6.0047  0.0000
H 1.0173 -1.2180 6.5497  0.0000
H -0.2398 -2.2957 4.6603  0.0001
C -2.4884 -5.4173 0.2049  -0.0001
N -2.5335 -4.2144 -0.5978  -0.0005
C -1.4598 -3.4596 -0.8704  0.0041
N -0.2855 -3.8220 -0.3281  -0.0022
S -1.6095 -2.1733 -1.9486  -0.0213
H -3.4897 -5.8326 0.2854  0.0000
H -2.1188 -5.1966 1.2073  0.0000
H -1.8270 -6.1636 -0.2446  0.0000
H -3.3544 -3.9911 -1.1313  -0.0002
H -0.2841 -3.9790 0.6853  -0.0007
H 0.4630 -3.1915 -0.5826  0.0022
Se 0.4554 0.4553 -3.1000  -0.0912
C -0.9496 0.4051 -4.3654  0.0054
C -2.2980 0.3503 -4.0143  0.0040
C -3.2451 0.3150 -5.0241  -0.0007
N -2.9581 0.3414 -6.3245  0.0033
C -1.6661 0.3991 -6.6499  -0.0023
C -0.6381 0.4323 -5.7277  -0.0016
H -2.5939 0.3259 -2.9734  0.0049
H -4.3039 0.2619 -4.7870  0.0001
H -1.4545 0.4114 -7.7155  0.0001
H 0.4004 0.4692 -6.0300  0.0003

Expectation value of S²: 3.7992
Multiplicity: 4
Calculated total energy: -8090.5332 hartree
M: 738.45 Da
Kohn-Sham gap (spin up / spin down): 6.8 / 6.9 eV
Charge: -1

---

C27H23ClEuN8S4 | ωB97M-V/def2-TZVPD

Last column: Mulliken spin population.
Atoms and positions in Å:
Eu 12.4287 9.6206 10.3513  4.1185
N 7.3088 9.1714 10.9932  0.0193
C 8.4045 9.5154 10.1376  -0.0474
S 9.7779 8.2504 10.2429  0.0397
N 8.9382 10.8691 10.5342  0.6535
N 9.2801 10.7740 11.7561  0.5943
C 9.7496 11.4820 12.7704  0.0727
C 8.9691 12.6328 13.2435  -0.0257
C 7.6933 12.9091 12.6809  0.1615
C 7.0319 14.0939 13.1014  -0.0780
C 7.6402 14.9800 14.0559  0.1282
C 8.8721 14.6095 14.6766  -0.0402
C 9.5274 13.4807 14.2371  0.0523
C 10.9392 10.9432 13.4186  0.1276
C 10.8002 10.6102 14.7851  0.0739
C 11.8608 10.0130 15.4859  -0.0155
C 13.0706 9.8818 14.8499  0.0928
C 13.1660 10.3277 13.5391  -0.0471
N 12.0832 10.6550 12.8096  0.0847
H 6.8071 8.3622 10.6586  -0.0004
H 7.6688 8.9542 11.9111  0.0092
H 7.3254 12.2369 11.8913  0.0443
H 6.1576 14.3973 12.5423  -0.0076
H 7.0840 15.8952 14.2861  0.0149
H 9.2794 15.2819 15.4674  -0.0036
H 10.5737 13.3437 14.5805  0.0051
H 9.7985 10.7501 15.3014  0.0127
H 11.6396 9.6543 16.4773  -0.0030
H 13.9764 9.5402 15.3475  0.0098
H 14.0687 10.1678 12.9703  -0.0062
N 15.7688 11.9536 8.3196  0.0948
C 16.7385 11.4508 9.1934  0.1092
C 16.0361 10.7472 10.1761  -0.0809
N 14.6864 10.8235 9.9082  0.1641
C 14.5770 11.4447 8.7411  0.2359
C 13.2965 11.7574 8.1526  0.1695
N 12.1210 11.0944 8.3778  0.1363
C 11.1751 11.8037 7.6155  -0.0558
C 11.7803 12.7984 6.8780  0.0900
N 13.0946 12.7856 7.2887  0.1085
H 15.9254 12.4126 7.4415  -0.0088
H 17.7807 11.6717 9.2202  0.0148
H 16.4267 10.1404 10.9868  -0.0033
H 10.2300 11.3572 7.5206  -0.0118
H 11.4052 13.5484 6.2400  0.0177
H 13.8189 13.4088 6.9501  -0.0303
S 15.1306 5.4020 10.2065  -0.0019
C 14.2365 6.7692 10.1794  -0.0003
S 13.7057 7.4113 11.6475  -0.0163
S 13.7882 7.5819 8.7365  -0.0155
Cl 7.7083 10.6006 5.6847  0.0018
C 7.1811 11.4577 7.0995  -0.0032
C 6.6603 12.7339 6.9205  0.0071
C 6.1108 13.3964 8.0080  -0.0048
C 5.7676 12.6964 9.1337  0.0183
C 6.2390 11.4155 9.3466  -0.0057
C 7.0742 10.7909 8.3291  0.0153
C 7.9319 9.5744 8.6967  0.0132
H 6.7671 13.1498 5.9631  0.0007
H 5.9475 14.4494 7.9085  0.0003
H 5.1844 13.1139 9.9727  0.0013
H 6.0892 10.8083 10.2227  -0.0037
H 8.7576 9.3664 8.0453  0.0031
H 7.2879 8.7152 8.4666  0.0003

Expectation value of S²: 15.7908
Multiplicity: 8
Calculated total energy: -4243.8985 hartree
M: 775.22 Da
ΔE to the lowest compared entry with this formula, charge and spin: 9.2 kcal per mole
Kohn-Sham gap (spin up / spin down): 4.1 / 5.7 eV
Charge: -2